Entry 1:
C28H47BCoN8O3SSi | wB97M-V/def2-TZVPD

Structure (XYZ):
```
90
Properties=species:S:1:pos:R:3:forces:R:3
Co -0.519 -0.274 0.460 0.619 -0.039 -0.184
C 2.547 0.835 2.163 -0.227 -0.828 -0.538
C 1.275 1.542 2.394 -1.257 -0.363 -0.733
C 0.960 2.520 3.331 -0.309 0.089 -0.183
C -0.379 2.789 3.172 0.403 -0.637 -0.495
N -0.856 2.017 2.166 0.297 0.016 0.154
N 0.164 1.236 1.680 0.084 0.467 0.806
B -2.308 1.480 2.067 -0.474 -0.077 0.048
N -2.244 0.025 2.611 -0.528 -0.552 0.468
C -2.887 -0.567 3.635 -0.155 0.449 0.109
C -2.635 -1.916 3.597 -0.541 -0.219 0.598
C -1.829 -2.125 2.505 0.235 -0.202 -0.656
C -1.383 -3.442 1.991 0.765 0.116 0.051
N -1.595 -0.949 1.909 0.440 0.495 -0.369
N -2.818 1.337 0.588 0.020 -0.197 -0.866
C -3.943 1.717 -0.051 0.315 -0.215 0.670
C -3.980 1.143 -1.305 -0.301 0.628 -0.024
C -2.801 0.431 -1.418 0.631 -0.570 0.014
C -2.257 -0.381 -2.559 0.781 1.130 0.842
N -2.119 0.549 -0.268 -0.078 -0.068 0.065
N -3.250 2.402 2.796 0.062 0.200 0.208
C -3.330 3.746 2.564 0.102 -0.709 -0.029
C -4.293 4.257 3.379 -0.012 -0.580 -0.141
C -4.798 3.137 4.081 -0.036 0.012 0.215
C -5.924 3.091 5.060 -0.333 0.077 0.379
N -4.151 2.029 3.755 0.037 0.464 -0.512
H 3.371 1.527 2.127 0.387 0.257 -0.048
H 2.493 0.280 1.199 0.239 0.291 0.852
H 2.713 0.144 2.998 0.099 -0.011 -0.264
H 1.625 2.959 4.035 0.308 0.250 0.312
H -1.005 3.449 3.725 -0.369 0.260 0.159
H -3.523 0.013 4.286 0.166 -0.002 -0.116
H -3.049 -2.689 4.229 0.108 0.196 0.021
H -1.876 -4.238 2.499 -0.624 -0.459 0.450
H -0.316 -3.614 2.144 -0.067 0.135 0.049
H -1.564 -3.535 0.934 -0.185 -0.087 -0.341
H -4.655 2.333 0.445 -0.315 0.344 0.216
H -4.754 1.307 -2.038 0.106 -0.173 -0.023
H -2.661 -0.040 -3.484 -0.269 0.307 -0.709
H -2.479 -1.409 -2.463 -0.388 -1.179 0.243
H -1.161 -0.291 -2.576 -0.341 0.003 -0.109
H -2.702 4.199 1.823 0.140 0.207 -0.112
H -4.589 5.272 3.422 -0.326 0.610 0.155
H -6.204 4.079 5.441 0.252 -0.135 -0.165
H -5.668 2.466 5.916 0.036 0.011 -0.031
H -6.831 2.666 4.621 0.152 -0.004 -0.107
C 1.405 1.456 -3.067 -0.294 -0.866 0.589
C 0.970 1.675 -1.611 0.877 0.201 -0.760
C -0.244 2.567 -1.517 -0.017 -0.262 -0.098
C 2.148 2.328 -0.879 -0.437 0.084 0.359
O 0.641 0.301 -1.067 0.648 0.041 -0.186
Si 1.604 -1.123 -1.274 -0.553 0.401 -0.199
S 0.508 -2.190 0.146 0.049 0.012 0.101
O 3.077 -0.670 -0.798 0.320 -0.500 -0.184
C 4.366 -1.361 -0.798 0.553 -0.060 0.463
C 5.274 -0.531 0.093 -0.411 0.715 -0.535
C 4.271 -2.781 -0.253 -0.776 0.349 -0.493
C 4.932 -1.320 -2.194 -0.520 0.415 -0.362
O 1.511 -1.725 -2.764 0.182 -0.152 0.066
C 1.134 -2.942 -3.486 0.230 -0.231 0.044
C 1.738 -2.834 -4.869 -0.263 0.667 -0.196
C 1.713 -4.194 -2.835 -0.880 0.526 0.621
C -0.377 -3.033 -3.611 0.317 0.067 -0.013
H 1.472 2.370 -3.604 -0.064 1.033 -0.270
H 0.686 0.829 -3.580 -0.088 -0.198 -0.186
H 2.394 1.005 -3.129 0.008 -0.250 0.089
H 0.040 3.570 -1.828 0.100 0.062 -0.007
H -0.572 2.609 -0.486 -0.235 0.140 0.133
H -1.048 2.236 -2.170 -0.092 -0.036 0.072
H 2.460 3.229 -1.444 -0.257 -0.469 0.301
H 2.988 1.637 -0.836 -0.001 0.124 0.145
H 1.823 2.631 0.131 0.381 -0.052 -0.385
H 4.955 -0.539 1.124 0.008 -0.106 0.343
H 5.193 0.494 -0.288 0.215 -0.006 0.265
H 6.309 -0.841 -0.010 0.068 -0.142 0.143
H 3.845 -2.773 0.737 -0.174 0.005 0.455
H 5.259 -3.206 -0.195 0.341 -0.223 -0.071
H 3.633 -3.404 -0.888 0.175 -0.037 0.062
H 5.002 -0.264 -2.491 0.019 -0.322 -0.176
H 4.271 -1.852 -2.870 -0.093 0.005 -0.298
H 5.912 -1.769 -2.254 0.306 -0.129 0.113
H 2.826 -2.905 -4.894 -0.065 -0.149 0.154
H 1.464 -1.851 -5.244 0.016 0.091 -0.368
H 1.280 -3.594 -5.503 0.245 0.035 -0.076
H 2.767 -4.048 -2.702 0.613 -0.066 0.166
H 1.568 -5.030 -3.507 -0.082 -0.227 -0.035
H 1.220 -4.402 -1.870 0.280 -0.041 -0.276
H -0.792 -2.198 -4.175 0.040 0.106 0.161
H -0.855 -3.144 -2.644 -0.093 0.142 0.184
H -0.578 -3.924 -4.183 -0.247 -0.405 -0.182
```
Forces are in eV/Å.

Its HOMO-LUMO gap (alpha / beta) is 0.254 / 0.261 hartree. The value obtained for the HOMO energy (alpha / beta) is -0.4222 / -0.4222 hartree. For the LUMO energy (alpha / beta), the calculation gives -4.580 / -4.377 eV. As for the spin multiplicity: 3. As for the charge: +1.

Entry 2:
C4H34BO25 | wB97M-V/def2-TZVPD

Structure (XYZ):
```
64
Properties=species:S:1:pos:R:3:forces:R:3
O -1.063 0.082 -4.271 2.603 1.072 4.135
C -0.428 0.360 -3.211 -3.084 -0.996 -2.837
O -0.851 0.103 -1.965 -0.562 -0.498 -2.154
B 0.069 0.576 -0.986 0.491 0.644 -1.695
O 1.181 1.238 -1.786 -0.450 0.063 -0.990
C 0.900 1.114 -3.088 2.016 0.428 -2.336
O 1.571 1.451 -4.090 -1.716 -0.634 3.515
O 0.613 -0.540 -0.224 0.732 0.049 -0.265
C 0.498 -0.223 1.017 -0.284 -2.741 5.575
O 0.818 -0.912 2.045 -0.782 2.742 -4.264
C -0.431 1.025 1.103 -0.457 1.234 3.236
O -0.656 1.484 -0.100 0.728 -0.359 -0.150
O -0.893 1.493 2.137 0.763 -0.968 -1.761
O 1.581 1.248 7.183 0.083 0.324 -0.067
H 1.225 1.065 8.052 -0.088 -0.036 0.163
H 1.824 0.389 6.837 -0.012 -0.334 -0.123
O 1.879 4.033 3.906 0.191 0.280 -0.105
H 2.279 3.314 4.395 0.064 -0.216 0.132
H 0.937 3.908 4.023 -0.276 -0.095 -0.030
O -0.695 -5.142 1.666 -0.143 -0.181 0.328
H -1.170 -4.695 0.966 -0.127 0.164 -0.166
H 0.224 -5.092 1.402 0.280 0.060 -0.050
O -4.790 2.865 0.250 -0.305 0.107 0.121
H -4.089 3.374 -0.157 0.261 0.126 -0.064
H -4.658 1.974 -0.073 0.099 -0.215 -0.003
O 0.213 4.649 -7.518 -0.108 0.231 0.008
H 0.696 4.557 -8.339 0.078 -0.010 -0.201
H 0.466 3.883 -7.003 0.032 -0.237 0.236
O -4.367 4.684 4.409 0.036 0.262 0.150
H -4.861 4.026 4.899 -0.096 -0.166 0.115
H -4.308 4.328 3.522 0.063 -0.122 -0.298
O 0.880 -2.312 7.686 0.344 0.166 0.028
H 0.478 -2.040 8.511 -0.085 0.020 0.206
H 0.141 -2.546 7.124 -0.254 -0.193 -0.315
O 5.314 2.983 -2.688 0.329 0.065 -0.105
H 5.039 3.176 -1.792 -0.088 0.008 0.233
H 4.501 2.779 -3.150 -0.311 -0.126 -0.138
O -1.229 -4.649 5.341 0.158 0.053 0.390
H -2.179 -4.754 5.280 -0.220 0.023 -0.030
H -0.925 -4.680 4.434 0.104 -0.007 -0.423
O 4.716 -2.423 -2.262 -0.053 -0.275 -0.122
H 5.462 -1.973 -2.657 0.148 0.128 -0.114
H 4.504 -1.903 -1.487 -0.102 0.169 0.279
O -3.771 -4.104 -4.570 -0.137 -0.209 0.142
H -3.332 -4.536 -5.303 0.140 -0.110 -0.141
H -3.827 -3.185 -4.832 -0.001 0.347 0.046
O 3.661 -3.971 4.244 0.173 -0.140 -0.193
H 2.780 -3.626 4.386 -0.299 0.110 -0.002
H 4.195 -3.550 4.917 0.114 0.071 0.191
O -3.762 -0.898 4.119 -0.275 -0.141 0.216
H -3.083 -0.232 4.224 0.274 0.204 -0.020
H -3.723 -1.136 3.192 0.060 -0.039 -0.215
O 3.888 -0.526 -7.644 0.133 -0.217 -0.105
H 3.668 0.018 -6.888 -0.124 0.096 0.312
H 3.800 0.061 -8.396 -0.030 0.114 -0.180
O -3.575 2.224 -8.212 0.013 0.154 -0.210
H -4.422 1.784 -8.277 -0.199 -0.106 -0.029
H -3.205 1.913 -7.386 0.204 -0.067 0.246
O -5.333 -0.286 -3.182 -0.188 -0.158 -0.149
H -5.138 -0.355 -2.248 0.110 -0.107 0.199
H -5.210 0.641 -3.385 0.089 0.226 -0.099
O 5.240 -0.643 1.640 0.035 0.144 -0.218
H 4.638 -1.121 2.211 -0.308 -0.163 0.108
H 6.097 -0.751 2.050 0.217 -0.017 0.054
```
Forces are in eV/Å.

The value obtained for the energy above the lowest of the compared OMol25 structures with the same formula, charge and spin is 96.97 kcal per mole. Its HOMO-LUMO gap is 0.359 hartree. The value obtained for the HOMO energy is -0.2929 hartree. For the LUMO energy, the calculation gives 1.786 eV. As for the charge: -1.

Entry 3:
C12H11N7O4 | wB97M-V/def2-TZVPD

Structure (XYZ):
```
34
Properties=species:S:1:pos:R:3:forces:R:3
C -2.169 0.062 2.972 0.317 0.001 -0.046
C -1.539 1.273 2.653 -0.048 -0.131 -0.221
C -0.302 1.269 2.001 -0.090 -0.251 0.237
C 0.311 0.049 1.704 -0.134 -0.013 0.007
C 1.714 0.015 1.176 0.136 -0.028 0.215
N 2.630 -0.125 2.385 -1.340 0.959 0.141
C -0.317 -1.163 2.006 -0.170 0.165 0.238
C -1.557 -1.157 2.648 -0.012 0.196 -0.195
H -3.131 0.070 3.488 0.291 -0.005 -0.212
H -2.025 2.224 2.882 0.160 -0.339 -0.015
H 0.210 2.203 1.747 -0.251 -0.258 0.094
H 1.911 -0.840 0.523 -0.004 0.115 0.123
H 2.013 0.942 0.681 -0.087 -0.195 0.010
H 2.333 -0.919 2.990 0.111 0.028 -0.415
H 2.568 0.756 2.906 -0.062 -0.076 0.014
H 0.191 -2.102 1.768 -0.238 0.243 0.076
H -2.052 -2.104 2.868 0.137 0.325 0.016
O 7.174 0.399 -1.898 -0.996 -1.376 1.262
N 6.703 -0.621 -1.366 1.057 -0.644 -1.315
O 6.857 -1.768 -1.851 -0.301 1.673 0.916
C 5.924 -0.523 -0.153 -0.247 -0.820 0.104
C 5.343 -1.676 0.411 0.326 0.921 -0.742
C 4.353 -1.608 1.381 -0.585 -1.108 0.244
N 3.739 -2.773 1.937 0.792 -1.082 -0.392
O 4.021 -3.908 1.508 -0.515 1.974 0.653
O 2.906 -2.601 2.883 0.715 -0.296 -0.820
C 4.028 -0.351 2.098 2.228 0.052 0.052
N 4.538 0.752 1.319 0.565 1.021 -0.221
N 4.360 2.042 1.752 0.502 0.000 -0.401
N 5.191 2.778 1.079 -0.532 -1.583 0.274
N 5.950 2.025 0.246 -0.506 -0.826 0.054
C 5.551 0.749 0.396 -0.366 1.070 0.295
H 5.677 -2.648 0.059 -0.263 0.135 -0.129
H 4.577 -0.356 3.060 -0.589 0.152 0.099
```
Forces are in eV/Å.

The value obtained for the energy above the lowest of the compared OMol25 structures with the same formula, charge and spin is 0.00 kcal per mole. Its HOMO-LUMO gap is 0.270 hartree. The value obtained for the HOMO energy is -0.3152 hartree. For the LUMO energy, the calculation gives -1.242 eV.

no.,DFT total energy (Ha)
1,-3854.322921
2,-2078.945960
3,-1147.874228